2 unconnected molecules or ions with the total composition C6H7FN2O3 at a distorted geometry, computed with ωB97M-V/def2-TZVPD.

- Electronic energy: -667.868004 hartree
- HOMO level: -8.5361 eV
- Energy relative to the best compared isomer or geometry (same formula, charge and spin): 211.7 kJ/mol

ORCA input file:
```
! RIJCOSX wB97M-V def2-TZVPD def2/J DEFGRID3
* xyz 0 1
C 0.55010 2.28260 -0.20366
C -0.22905 1.29157 0.35120
C 1.90431 1.94656 -0.79236
C 1.50516 -0.42759 -0.09776
C -1.86127 -1.69417 -0.62717
C -0.58924 -0.99330 0.87011
N 2.23241 0.63505 -0.59747
N 0.15632 0.00218 0.34232
O 2.69992 2.72180 -1.30919
O 1.83354 -1.58878 -0.04421
O -1.51835 -0.55111 1.80476
F -3.11762 -1.44462 -0.28037
H 0.14277 3.24515 -0.37432
H -1.25108 1.41933 0.89068
H -1.77161 -1.15973 -1.67370
H -1.87233 -2.83856 -0.77225
H -0.09236 -1.96851 0.96752
H 3.20557 0.35618 -0.82411
H -1.92720 -1.23405 2.37001
*
```